(1)
The following is a quantum chemistry calculation of C56H140AsF8N8O11S2 as an isolated structure, from OMol25.

Output
molecular weight = 1392.82 g/mol
HOMO energy = -16.96 eV
largest force on an atom = 0.073 Eh/bohr

ORCA input file:
```
! RIJCOSX wB97M-V def2-TZVPD def2/J DEFGRID3
* xyz 5 1
C 5.105 3.735 -5.556
C 4.566 3.813 -6.989
N 3.752 2.684 -7.467
C 3.361 2.972 -8.918
C 4.537 1.345 -7.362
C 5.863 1.358 -8.115
C 2.441 2.495 -6.721
C 1.805 3.784 -6.211
O 1.544 4.874 -7.138
C 0.858 5.935 -6.526
H 4.363 3.590 -4.775
H 5.496 4.752 -5.373
H 5.989 3.042 -5.406
H 5.437 3.983 -7.662
H 4.077 4.747 -7.211
H 3.011 2.063 -9.377
H 4.246 3.380 -9.411
H 2.558 3.699 -8.754
H 3.843 0.574 -7.650
H 4.715 1.332 -6.252
H 6.372 2.291 -7.751
H 5.862 1.436 -9.182
H 6.485 0.514 -7.761
H 2.720 1.868 -5.860
H 1.742 1.900 -7.284
H 2.415 4.170 -5.426
H 0.852 3.555 -5.753
H 1.399 6.567 -5.838
H -0.018 5.590 -5.962
H 0.503 6.600 -7.287
C 4.859 -0.296 5.059
C 3.844 -1.461 5.110
N 3.224 -1.669 6.538
C 2.286 -0.512 6.835
C 2.504 -3.065 6.618
C 1.376 -2.999 5.646
C 4.323 -1.695 7.597
C 5.203 -2.930 7.667
O 5.812 -3.202 6.451
C 6.747 -4.195 6.633
H 4.310 0.634 5.316
H 5.207 -0.281 3.987
H 5.696 -0.581 5.688
H 4.350 -2.413 4.885
H 2.981 -1.204 4.423
H 2.873 0.342 7.038
H 1.719 -0.693 7.800
H 1.652 -0.264 5.996
H 2.039 -3.113 7.592
H 3.271 -3.857 6.456
H 1.736 -2.976 4.657
H 0.679 -2.240 5.822
H 0.925 -3.943 5.720
H 3.861 -1.550 8.540
H 4.934 -0.776 7.468
H 4.718 -3.797 7.975
H 5.910 -2.656 8.422
H 6.428 -5.215 6.507
H 7.097 -4.149 7.660
H 7.570 -4.086 5.939
C -4.275 -1.400 1.147
C -4.099 -0.169 2.004
N -4.338 -0.326 3.502
C -4.020 1.057 4.093
C -5.683 -0.822 3.930
C -6.837 0.012 3.545
C -3.192 -1.373 3.927
C -3.267 -1.896 5.361
O -3.360 -0.862 6.329
C -3.599 -1.407 7.654
H -4.055 -1.039 0.171
H -5.276 -1.858 1.242
H -3.573 -2.221 1.324
H -4.787 0.661 1.676
H -3.124 0.283 1.963
H -4.854 1.738 3.755
H -3.109 1.406 3.712
H -4.056 0.855 5.137
H -5.567 -0.868 5.015
H -5.948 -1.855 3.576
H -6.934 0.067 2.462
H -6.695 1.034 3.935
H -7.791 -0.390 3.986
H -2.282 -0.862 3.768
H -3.190 -2.176 3.288
H -2.398 -2.548 5.524
H -4.152 -2.556 5.415
H -3.450 -0.623 8.417
H -2.886 -2.234 7.813
H -4.650 -1.733 7.680
C -1.461 -13.010 -0.634
C -1.298 -12.103 -1.883
N -2.511 -11.288 -2.276
C -2.101 -10.438 -3.463
C -3.652 -12.287 -2.582
C -3.453 -13.597 -3.360
C -2.817 -10.365 -1.166
C -3.802 -9.238 -1.418
O -3.217 -8.179 -2.102
C -4.157 -7.182 -2.373
H -1.929 -12.658 0.219
H -0.461 -13.307 -0.329
H -2.001 -13.883 -0.970
H -1.066 -12.765 -2.729
H -0.402 -11.446 -1.773
H -1.273 -9.809 -3.200
H -2.973 -9.903 -3.840
H -1.796 -11.101 -4.233
H -4.329 -11.622 -3.115
H -4.143 -12.549 -1.562
H -3.241 -13.489 -4.428
H -4.404 -14.060 -3.221
H -2.722 -14.260 -2.901
H -1.871 -9.962 -0.804
H -3.340 -10.924 -0.378
H -4.094 -8.886 -0.403
H -4.747 -9.669 -1.804
H -4.843 -7.604 -3.108
H -3.551 -6.338 -2.686
H -4.581 -6.917 -1.404
C 1.807 9.246 5.992
C 0.494 9.759 5.235
N -0.780 9.706 6.095
C -0.405 10.200 7.466
C -1.867 10.531 5.403
C -1.569 12.004 5.597
C -1.343 8.310 6.188
C -2.029 7.661 4.919
O -1.091 7.445 3.973
C -0.540 6.141 3.812
H 1.981 9.969 6.787
H 2.582 9.369 5.311
H 1.684 8.247 6.353
H 0.303 9.185 4.308
H 0.681 10.838 5.084
H -0.022 11.232 7.371
H 0.233 9.517 8.024
H -1.275 10.313 8.063
H -2.827 10.205 5.782
H -1.852 10.223 4.373
H -0.522 12.233 5.506
H -1.864 12.315 6.638
H -2.135 12.677 4.958
H -1.980 8.327 7.077
H -0.572 7.536 6.439
H -2.838 8.339 4.609
H -2.442 6.699 5.251
H 0.196 6.141 2.999
H -1.413 5.559 3.560
H -0.122 5.766 4.706
C 3.665 -0.990 -1.512
C 4.935 -1.637 -1.963
N 5.071 -3.067 -1.549
C 4.243 -3.932 -2.346
C 6.555 -3.440 -1.798
C 7.014 -4.860 -1.588
C 4.690 -3.157 -0.087
C 5.594 -2.351 0.805
O 6.809 -3.054 1.071
C 7.641 -2.435 1.999
H 2.819 -1.580 -1.820
H 3.496 0.002 -1.959
H 3.593 -0.809 -0.451
H 5.878 -1.001 -1.686
H 4.867 -1.629 -3.049
H 4.361 -4.878 -1.891
H 4.590 -3.924 -3.455
H 3.280 -3.506 -2.187
H 7.072 -2.756 -1.118
H 6.731 -3.093 -2.866
H 7.084 -4.998 -0.513
H 7.965 -5.050 -2.092
H 6.349 -5.559 -2.007
H 4.720 -4.179 0.284
H 3.624 -2.743 0.054
H 5.084 -2.210 1.744
H 5.723 -1.350 0.443
H 7.132 -2.471 2.993
H 7.765 -1.352 1.774
H 8.619 -2.917 2.002
C -4.436 3.765 -7.954
C -3.865 3.964 -6.534
N -4.794 3.417 -5.474
C -4.769 1.925 -5.344
C -4.396 3.967 -4.126
C -3.017 3.485 -3.610
C -6.289 3.739 -5.751
C -6.731 5.157 -5.608
O -6.389 5.842 -6.779
C -6.642 7.241 -6.790
H -3.602 3.627 -8.713
H -5.063 4.572 -8.239
H -4.909 2.787 -7.924
H -3.728 5.028 -6.315
H -2.939 3.428 -6.386
H -5.349 1.491 -6.149
H -5.218 1.677 -4.399
H -3.765 1.554 -5.431
H -5.219 3.645 -3.484
H -4.459 5.073 -4.307
H -2.968 2.400 -3.564
H -3.063 4.057 -2.692
H -2.248 3.850 -4.305
H -6.797 3.120 -5.044
H -6.533 3.363 -6.727
H -6.317 5.686 -4.750
H -7.856 5.117 -5.529
H -7.680 7.481 -6.595
H -6.454 7.510 -7.841
H -5.975 7.746 -6.026
As 0.370 0.076 2.964
F 1.216 1.028 1.856
F -0.727 -0.531 1.834
F -0.358 -0.804 4.189
F 1.444 0.697 4.194
F -0.798 1.338 3.245
F 1.455 -1.226 2.663
N -0.122 -0.499 -3.368
S -1.649 -0.534 -2.890
O -2.628 0.236 -3.571
O -1.710 -0.718 -1.517
F -1.984 -1.987 -3.446
S 0.656 0.621 -4.003
O 2.015 0.253 -4.219
O 0.343 1.945 -3.546
F 0.153 0.756 -5.609
*
```

Here are the Mulliken charges for atoms 1 to 8, given in e: number 1, C, carries -1.26; number 2, C, carries -0.70; number 3, N, carries 0.13; number 4, C, carries -0.92; number 5, C, carries -0.37; number 6, C, carries -1.21; number 7, C, carries -0.30; number 8, C, carries -0.64

***

(2)
The following is a quantum chemistry calculation of C25H25FeNO7 as an isolated structure, from OMol25.

Output
molecular weight = 507.32 g/mol
⟨S²⟩ = 6.1574
HOMO energy (spin up / spin down) = -5.95 / -7.96 eV
largest force on an atom = 0.053 Eh/bohr

ORCA input file:
```
! RIJCOSX wB97M-V def2-TZVPD def2/J DEFGRID3
* xyz 0 5
C 1.917 -2.025 6.874
N 2.844 -1.525 5.861
C 4.185 -1.161 6.313
C 2.434 -1.361 4.493
C 1.853 -0.168 4.058
C 1.446 -0.023 2.753
C 1.623 -1.049 1.837
C 1.148 -0.897 0.428
C -0.264 -1.316 0.266
C -0.556 -2.683 -0.023
O 0.382 -3.477 -0.116
O -1.872 -3.059 -0.182
C -2.799 -1.972 -0.424
C -2.616 -1.499 -1.867
C -4.218 -2.508 -0.230
O -2.616 -0.824 0.442
C -1.310 -0.392 0.557
O -1.012 0.756 0.896
C 2.173 -2.247 2.269
C 2.582 -2.401 3.573
H 0.953 -2.243 6.422
H 2.308 -2.936 7.319
H 1.777 -1.280 7.653
H 4.774 -0.789 5.479
H 4.125 -0.386 7.073
H 4.684 -2.031 6.733
H 1.717 0.631 4.765
H 0.952 0.878 2.431
H 1.254 0.146 0.112
H 1.779 -1.491 -0.240
H -1.585 -1.185 -1.995
H -2.811 -2.305 -2.572
H -3.273 -0.657 -2.082
H -4.332 -2.882 0.784
H -4.950 -1.721 -0.396
H -4.411 -3.327 -0.920
H 2.245 -3.066 1.573
H 3.011 -3.330 3.905
O -2.092 5.499 -5.614
C -1.751 4.520 -5.145
Fe -1.178 2.930 -4.352
C -2.973 2.386 -4.270
O -4.058 2.049 -4.201
C -0.946 2.093 -6.004
O -0.791 1.574 -7.006
C -0.560 1.175 -3.160
C 0.634 1.195 -3.909
C 1.309 2.330 -4.349
C 0.917 3.669 -4.141
C 0.012 4.240 -3.204
C -0.919 3.573 -2.369
C -1.181 2.180 -2.364
H -1.048 0.202 -3.119
H 0.972 0.246 -4.308
H 2.127 2.165 -5.040
H 1.497 4.405 -4.705
H 0.008 5.334 -3.149
H -1.537 4.195 -1.715
H -1.982 1.843 -1.696
*
```

Here are the natural (NBO) charges for atoms 1 to 8, given in e: number 1, C, carries -0.39; number 2, N, carries -0.50; number 3, C, carries -0.39; number 4, C, carries 0.16; number 5, C, carries -0.24; number 6, C, carries -0.15; number 7, C, carries -0.04; number 8, C, carries -0.47